# 1
Here is the ion C7H10N3S with charge +1 from the OMol25 dataset. Energies are from the ωB97M-V functional and the def2-TZVPD basis.

Geometry as XYZ:
```
21
Properties=species:S:1:pos:R:3:nbo_charge:R:1
C 2.054 -0.878 -2.069 0.41
N 1.701 -0.622 -1.003 -0.23
C 0.910 0.092 0.087 0.31
C 1.569 1.413 0.453 -0.60
C 1.055 -1.255 1.113 -0.52
C 0.092 -2.216 0.670 0.17
N -1.039 -1.925 0.206 -0.42
C -1.306 -0.590 -0.034 0.26
S -2.938 -0.150 -0.153 0.41
C -3.033 1.656 -0.460 -0.71
N -0.397 0.302 -0.338 -0.60
H 2.747 -0.996 -2.927 0.31
H 2.544 1.344 0.739 0.23
H 0.860 1.691 1.323 0.26
H 1.424 2.048 -0.418 0.24
H 0.718 -0.893 2.086 0.27
H 2.152 -1.516 1.225 0.26
H 0.137 -3.206 1.007 0.21
H -3.307 2.064 0.459 0.23
H -3.880 1.799 -1.133 0.25
H -2.064 1.838 -0.833 0.25
```

ΔE to the lowest compared entry with this formula, charge and spin ... 69.5 kcal per mole
HOMO level ... -0.4629 Eh
Total charge ... +1
Molar mass ... 168.245 g mol⁻¹
LUMO ... -4.54 eV

***

# 2
Here is a cluster of 12 separate species, C48H108N4O28 in total from the OMol25 dataset. Energies are from the ωB97M-V functional and the def2-TZVPD basis.

Geometry as XYZ:
```
188
Properties=species:S:1:pos:R:3:lowdin_charge:R:1
C 18.847 22.507 12.592 -0.11
O 18.139 21.806 11.621 -0.19
C 17.295 20.754 12.139 -0.16
C 16.105 20.407 11.195 -0.40
C 15.204 21.609 11.042 -0.06
N 15.266 19.354 11.802 0.07
H 19.591 21.776 13.007 0.09
H 18.277 22.815 13.482 0.07
H 19.302 23.369 12.103 0.09
H 17.904 19.857 12.231 0.10
H 16.920 21.090 13.110 0.11
H 16.543 20.135 10.263 0.12
H 15.781 22.528 10.836 0.08
H 14.649 21.709 11.996 0.08
H 14.566 21.597 10.183 0.06
H 14.559 19.095 11.148 0.06
H 15.865 18.566 11.909 0.02
C 11.506 21.383 13.434 -0.10
O 10.810 20.146 13.412 -0.22
C 11.044 19.280 12.319 -0.19
C 9.925 18.196 12.298 -0.46
C 10.080 17.203 13.357 -0.06
N 9.941 17.666 10.948 0.03
H 11.412 21.957 12.487 0.09
H 12.552 21.126 13.616 0.07
H 11.091 21.944 14.282 0.09
H 11.067 19.927 11.431 0.12
H 12.072 18.897 12.437 0.12
H 9.012 18.729 12.475 0.13
H 9.953 17.660 14.350 0.09
H 11.045 16.734 13.262 0.09
H 9.413 16.418 13.224 0.05
H 9.885 18.346 10.209 0.06
H 9.171 16.978 10.859 0.09
C 16.599 21.326 21.713 -0.16
O 17.152 20.523 20.757 -0.21
C 17.105 19.154 21.111 -0.20
C 17.962 18.337 20.120 -0.41
C 17.276 18.361 18.781 -0.06
N 17.946 16.917 20.548 0.06
H 16.788 22.389 21.445 0.10
H 17.050 21.068 22.717 0.10
H 15.487 21.194 21.778 0.10
H 17.469 19.041 22.128 0.11
H 16.072 18.783 21.111 0.13
H 18.956 18.830 20.131 0.13
H 16.328 17.846 18.837 0.08
H 17.929 17.856 18.033 0.08
H 17.259 19.461 18.495 0.10
H 18.143 16.683 21.515 0.07
H 18.559 16.375 20.010 0.02
C 20.591 13.585 10.544 -0.09
O 19.296 14.004 11.031 -0.19
C 19.295 15.339 11.434 -0.23
C 17.851 15.870 11.475 -0.39
C 17.245 16.071 10.046 -0.05
N 17.647 17.109 12.247 0.06
H 21.361 13.822 11.316 0.09
H 20.934 14.103 9.631 0.09
H 20.564 12.516 10.340 0.08
H 19.739 15.513 12.445 0.13
H 19.839 15.921 10.707 0.11
H 17.226 15.126 11.907 0.12
H 16.164 16.266 10.046 0.07
H 17.526 15.141 9.519 0.07
H 17.713 16.919 9.487 0.07
H 18.421 17.804 12.074 0.08
H 17.543 16.971 13.231 0.04
C 20.938 13.301 15.315 -0.03
C 21.467 12.469 16.415 -0.21
O 21.070 11.119 16.209 0.03
C 20.804 10.380 17.298 -0.53
O 21.077 10.652 18.447 0.11
O 20.194 9.200 16.893 -0.01
C 19.812 8.370 17.974 -0.07
H 21.203 12.903 14.344 0.08
H 21.402 14.292 15.400 0.09
H 19.871 13.414 15.252 0.06
H 21.026 12.747 17.389 0.11
H 22.536 12.436 16.571 0.13
H 20.610 7.655 18.156 0.10
H 18.878 7.886 17.686 0.10
H 19.589 8.867 18.884 0.07
C 16.000 24.422 15.620 -0.08
C 15.329 24.797 14.407 -0.21
O 16.336 24.906 13.375 0.01
C 16.910 26.147 13.191 -0.57
O 16.500 27.185 13.617 0.14
O 18.006 25.948 12.446 -0.02
C 18.663 27.119 12.013 -0.05
H 15.379 24.368 16.515 0.08
H 16.746 25.103 15.926 0.08
H 16.468 23.451 15.585 0.07
H 14.800 25.729 14.534 0.12
H 14.694 24.004 14.087 0.11
H 19.671 26.818 11.715 0.09
H 18.682 27.863 12.836 0.10
H 18.106 27.451 11.079 0.12
C 10.636 18.262 18.189 -0.07
C 11.042 19.653 18.629 -0.22
O 12.403 19.753 18.201 0.04
C 13.056 20.757 18.797 -0.58
O 12.723 21.408 19.745 0.14
O 14.220 20.938 18.127 -0.01
C 15.018 22.029 18.448 -0.07
H 10.915 17.457 18.824 0.06
H 11.035 18.058 17.198 0.07
H 9.530 18.252 18.177 0.09
H 10.893 19.583 19.732 0.14
H 10.375 20.400 18.200 0.13
H 14.484 23.005 18.629 0.12
H 15.738 22.135 17.645 0.08
H 15.533 21.878 19.398 0.07
C 24.638 15.452 19.898 -0.07
C 23.594 15.835 18.920 -0.20
O 22.524 14.848 19.089 -0.03
C 21.258 15.327 18.908 -0.57
O 20.971 16.405 18.487 0.14
O 20.309 14.495 19.396 -0.06
C 20.792 13.711 20.499 -0.02
H 25.537 16.059 19.776 0.09
H 24.951 14.408 19.710 0.09
H 24.285 15.501 20.914 0.08
H 24.022 15.809 17.901 0.14
H 23.152 16.830 19.089 0.12
H 21.802 13.426 20.268 0.09
H 20.158 12.830 20.545 0.09
H 20.679 14.370 21.374 0.11
C 23.104 19.848 13.549 -0.04
C 22.694 18.463 13.052 -0.14
O 21.352 18.626 12.446 0.03
C 21.378 19.041 11.207 -0.63
O 22.329 19.425 10.564 0.11
O 20.154 18.972 10.703 -0.02
C 19.832 19.536 9.444 -0.03
H 22.359 20.300 14.234 0.09
H 23.354 20.472 12.761 0.05
H 24.022 19.663 14.102 0.08
H 22.532 17.710 13.830 0.11
H 23.417 18.128 12.329 0.12
H 19.605 18.721 8.738 0.10
H 20.672 20.132 9.014 0.11
H 18.974 20.134 9.571 0.06
C 17.397 11.281 13.507 -0.06
C 17.167 11.952 14.791 -0.30
O 17.181 13.329 14.720 0.04
C 17.343 14.059 15.869 -0.57
O 17.299 15.266 15.856 0.11
O 17.544 13.341 16.966 -0.03
C 17.326 13.971 18.256 0.02
H 18.311 11.646 13.068 0.07
H 16.583 11.483 12.796 0.09
H 17.336 10.217 13.726 0.09
H 17.948 11.663 15.524 0.12
H 16.196 11.561 15.166 0.14
H 16.390 13.597 18.669 0.10
H 17.221 15.036 18.090 0.08
H 18.211 13.654 18.827 0.09
C 20.996 20.158 18.613 -0.04
C 21.727 20.899 17.447 -0.11
O 23.173 20.565 17.498 0.01
C 23.601 19.416 17.071 -0.65
O 23.018 18.500 16.589 0.13
O 24.947 19.328 17.249 -0.02
C 25.650 20.489 17.640 -0.06
H 21.578 20.424 19.556 0.10
H 21.075 19.123 18.391 0.03
H 19.912 20.418 18.783 0.09
H 21.651 21.989 17.493 0.13
H 21.376 20.525 16.499 0.09
H 25.370 20.783 18.594 0.07
H 25.533 21.338 16.871 0.13
H 26.714 20.217 17.591 0.10
C 15.213 18.011 15.188 -0.04
C 15.937 19.338 15.328 -0.17
O 17.320 19.003 14.972 -0.02
C 18.273 19.976 15.188 -0.63
O 18.070 21.154 15.288 0.11
O 19.498 19.543 15.125 0.00
C 19.734 18.074 15.203 0.04
H 15.567 17.316 15.966 0.07
H 15.360 17.659 14.196 0.05
H 14.191 18.118 15.406 0.06
H 15.922 19.622 16.343 0.09
H 15.539 19.997 14.598 0.10
H 19.439 17.735 16.191 0.09
H 20.796 18.072 15.123 0.05
H 19.257 17.599 14.351 0.07
```

ΔE to the lowest compared entry with this formula, charge and spin ... 6.0 kcal per mole
HOMO level ... -0.3224 Eh
Molar mass ... 1189.392 g mol⁻¹
LUMO ... 0.48 eV

***

# 3
Here is a structure of composition C46H41BInN6O6PS2 from the OMol25 dataset. Energies are from the ωB97M-V functional and the def2-TZVPD basis.

Geometry as XYZ:
```
104
Properties=species:S:1:pos:R:3:lowdin_charge:R:1
In -0.025 -0.079 0.110 0.81
O 0.811 -3.261 -3.271 0.02
C 0.782 -2.034 -3.187 -0.61
O -0.083 -1.327 -2.563 -0.17
C 1.877 -1.194 -3.798 -0.12
C 2.734 -1.722 -4.751 -0.01
C 3.702 -0.919 -5.330 -0.06
C 3.819 0.408 -4.940 -0.07
C 2.980 0.932 -3.969 -0.08
C 1.996 0.133 -3.392 -0.23
P 0.778 0.807 -2.204 1.09
C 1.606 2.378 -1.751 -0.37
C 0.983 3.621 -1.786 -0.08
C 1.615 4.739 -1.261 -0.08
C 2.868 4.626 -0.683 -0.08
C 3.492 3.387 -0.629 -0.07
C 2.865 2.273 -1.157 -0.12
C -0.632 1.348 -3.225 -0.31
C -1.917 0.906 -2.936 -0.11
C -2.989 1.306 -3.718 -0.08
C -2.782 2.146 -4.804 -0.08
C -1.500 2.584 -5.103 -0.07
C -0.431 2.187 -4.316 -0.08
H 2.618 -2.761 -5.026 0.12
H 4.366 -1.323 -6.083 0.11
H 4.574 1.041 -5.386 0.11
H 3.100 1.962 -3.665 0.10
H -0.007 3.722 -2.213 0.10
H 1.117 5.700 -1.293 0.10
H 3.354 5.497 -0.263 0.10
H 4.462 3.284 -0.159 0.11
H 3.352 1.306 -1.087 0.11
H -2.087 0.235 -2.103 0.07
H -3.985 0.953 -3.483 0.09
H -3.617 2.456 -5.417 0.10
H -1.330 3.232 -5.952 0.10
H 0.568 2.529 -4.560 0.11
O 3.620 -5.714 -2.331 0.12
C 4.133 -5.381 -1.128 -0.48
O 5.045 -6.005 -0.658 0.12
C 3.498 -4.217 -0.440 -0.12
C 4.327 -3.431 0.470 0.00
C 3.875 -2.270 0.972 0.01
C 2.562 -1.772 0.618 -0.23
C 1.576 -2.710 -0.019 -0.21
C 2.216 -3.901 -0.647 0.03
N 2.121 -0.575 0.867 0.02
C 2.697 0.380 1.637 -0.13
C 1.967 1.541 1.885 -0.29
C 2.445 2.556 2.769 -0.04
C 1.716 3.682 2.974 -0.08
C 0.487 3.856 2.303 -0.09
C 0.070 2.850 1.474 -0.15
N 0.757 1.714 1.272 0.03
H 2.977 -5.049 -2.619 0.09
H 5.318 -3.800 0.692 0.12
H 4.515 -1.671 1.604 0.10
H 1.061 -2.188 -0.832 0.09
H 1.584 -4.480 -1.313 0.12
H 3.614 0.195 2.183 0.10
H 3.395 2.403 3.265 0.11
H 2.084 4.450 3.644 0.10
H -0.098 4.758 2.408 0.09
H -0.853 2.932 0.921 0.09
C -3.813 3.132 2.346 0.01
N -4.297 1.764 2.343 -0.08
C -4.552 1.012 3.457 -0.01
C -4.938 -0.214 3.020 -0.03
N -4.894 -0.218 1.653 0.02
B -5.351 -1.464 0.802 -0.41
N -4.310 -1.869 -0.297 0.00
C -4.653 -1.975 -1.621 -0.06
C -3.638 -2.585 -2.277 -0.02
N -2.675 -2.867 -1.340 -0.06
C -1.558 -3.771 -1.558 0.00
C -3.082 -2.386 -0.155 -0.51
S -2.299 -2.543 1.391 1.09
C -4.504 0.993 1.264 -0.50
S -4.145 1.470 -0.377 1.07
H -4.247 3.645 3.200 0.10
H -4.127 3.618 1.425 0.09
H -2.727 3.138 2.410 0.09
H -4.429 1.408 4.447 0.13
H -5.227 -1.091 3.565 0.13
H -5.480 -2.362 1.587 0.08
H -6.369 -1.195 0.221 0.08
H -5.602 -1.623 -1.974 0.12
H -3.511 -2.857 -3.308 0.13
H -1.527 -4.029 -2.612 0.10
H -1.712 -4.669 -0.958 0.11
H -0.622 -3.285 -1.319 0.04
C 1.069 -3.151 3.357 -0.07
C 0.425 -1.861 3.556 -0.08
C -0.376 -1.345 2.619 -0.23
C -0.552 -1.960 1.260 -0.54
C 0.419 -3.130 0.959 -0.29
C 1.003 -3.777 2.184 -0.04
H 1.552 -3.624 4.202 0.10
H 0.550 -1.348 4.501 0.11
H -0.946 -0.443 2.824 0.10
H -0.138 -3.898 0.417 0.10
H 1.415 -4.772 2.068 0.12
O -1.950 0.729 0.551 -0.39
O -2.566 1.851 -0.117 -0.59
```

ΔE to the lowest compared entry with this formula, charge and spin ... 0.0 kcal per mole
HOMO level ... -0.2213 Eh
Molar mass ... 994.608 g mol⁻¹
LUMO ... -0.10 eV

***

# 4
Here is a structure of composition C10H9F3O4V from the OMol25 dataset. Energies are from the ωB97M-V functional and the def2-TZVPD basis.

Geometry as XYZ:
```
27
Properties=species:S:1:pos:R:3:nbo_charge:R:1
O -2.436 2.974 -1.941 -0.31
C -2.279 1.876 -1.539 0.49
C -3.235 0.782 -1.883 -0.14
C -3.534 -0.066 -0.911 -0.24
C -2.905 0.138 0.433 0.53
O -3.461 -0.029 1.468 -0.13
C -1.488 0.668 0.371 -0.01
C -0.576 0.190 1.458 -0.47
C -0.057 -1.247 1.215 -0.06
O 1.333 -1.317 0.932 -0.52
C 1.725 -1.247 -0.400 -0.16
C 2.971 -0.373 -0.541 0.97
F 3.223 0.382 0.634 -0.41
F 2.901 0.508 -1.513 -0.27
F 4.109 -1.072 -0.656 -0.31
C -1.172 1.531 -0.591 -0.18
H -3.654 0.760 -2.872 0.30
H -4.218 -0.886 -1.042 0.30
H -1.158 0.190 2.369 0.26
H 0.273 0.850 1.552 0.26
H -0.619 -1.738 0.427 0.18
H -0.209 -1.839 2.103 0.23
H 2.014 -2.220 -0.782 0.24
H 0.963 -0.840 -1.055 0.21
H -0.234 2.035 -0.722 0.28
O 6.635 0.121 1.764 -0.50
V 5.088 -0.132 1.725 1.46
```

HOMO level (spin up / spin down) ... -0.5908 / -0.5907 Eh
Total charge ... +2
Multiplicity ... 2
Molar mass ... 301.116 g mol⁻¹
<S²> ... 0.790
LUMO (spin up / spin down) ... -8.86 / -12.05 eV